Computed, not measured: a cluster of 4 separate species, C28H56N3O12Si in total in a non-equilibrium geometry, with ωB97M-V/def2-TZVPD.

Each line ends with the Löwdin charge.
Element x y z (Å)
C 3.741 0.093 2.316  -0.0724
C 4.838 -0.050 1.269  -0.4031
C 5.144 -1.537 0.987  -0.0640
C 4.587 0.791 0.014  -0.1554
C 3.162 0.789 -0.546  -0.3281
C 2.779 -0.615 -1.022  -0.0369
C 3.101 1.812 -1.696  -0.1096
O 2.137 2.863 -1.487  0.0081
N 0.858 2.418 -1.393  -0.0508
C -0.055 2.989 -0.542  0.0866
C -1.244 2.322 -0.718  -0.1403
C -2.536 2.617 -0.045  -0.0800
C -2.882 1.748 1.150  -0.2465
O -2.965 0.373 0.822  -0.2125
Si -2.228 -0.678 1.909  0.4380
C -2.157 -2.342 1.039  -0.1384
C -0.468 -0.161 2.333  -0.1513
C -3.237 -0.845 3.472  -0.1360
N -1.013 1.349 -1.695  0.0695
C -1.996 0.411 -2.245  0.0111
C -1.501 -0.312 -3.481  -0.4657
O -2.109 -0.187 -4.501  0.1526
N -0.326 -1.047 -3.358  -0.1813
C -0.467 -2.261 -2.531  -0.0256
C 0.351 -1.279 -4.638  -0.0464
C 0.266 1.448 -2.081  0.0162
H 3.960 -0.579 3.141  0.0846
H 2.756 -0.172 1.943  0.0527
H 3.743 1.097 2.733  0.0851
H 5.735 0.361 1.725  0.1277
H 5.960 -1.899 1.597  0.0777
H 4.257 -2.132 1.194  0.0694
H 5.362 -1.697 -0.062  0.0668
H 4.818 1.825 0.277  0.1230
H 5.285 0.533 -0.779  0.1267
H 2.457 1.128 0.210  0.1241
H 3.596 -1.052 -1.587  0.0927
H 2.571 -1.240 -0.160  0.0753
H 1.887 -0.633 -1.644  0.0442
H 2.970 1.336 -2.667  0.1225
H 4.037 2.349 -1.760  0.1341
H 0.168 3.803 0.116  0.1522
H -3.333 2.543 -0.785  0.1309
H -2.523 3.651 0.278  0.1308
H -2.181 1.959 1.959  0.1172
H -3.864 2.072 1.487  0.1185
H -2.326 -3.153 1.737  0.0325
H -1.183 -2.425 0.566  0.0079
H -2.889 -2.363 0.235  0.0312
H -0.011 0.332 1.474  0.0143
H 0.089 -1.043 2.625  0.0392
H -0.487 0.572 3.135  0.0359
H -3.745 0.079 3.741  0.0259
H -3.987 -1.624 3.385  0.0378
H -2.560 -1.100 4.282  0.0370
H -2.209 -0.328 -1.476  0.1223
H -2.925 0.907 -2.480  0.1443
H 0.141 -3.038 -2.978  0.0940
H -1.486 -2.632 -2.505  0.1024
H -0.082 -2.119 -1.530  0.0660
H 0.190 -0.469 -5.335  0.0877
H 1.415 -1.340 -4.423  0.0871
H 0.063 -2.220 -5.097  0.0977
H 0.780 0.881 -2.827  0.1417
C -3.392 -7.359 2.971  -0.0373
O -2.980 -7.365 4.339  0.0111
C -2.879 -6.160 4.892  -0.6274
O -3.096 -5.110 4.342  0.1053
O -2.499 -6.314 6.156  0.0113
C -2.354 -5.094 6.887  -0.0365
H -3.430 -8.398 2.660  0.0953
H -4.379 -6.912 2.869  0.0977
H -2.672 -6.821 2.356  0.0936
H -3.302 -4.560 6.934  0.0976
H -1.592 -4.464 6.434  0.0944
H -2.045 -5.375 7.889  0.0953
C 6.612 -1.240 -6.681  -0.0285
O 5.496 -0.628 -7.337  0.0158
C 4.789 0.195 -6.576  -0.6260
O 4.995 0.447 -5.415  0.1058
O 3.789 0.690 -7.308  0.0134
C 2.974 1.619 -6.603  -0.0452
H 7.086 -1.877 -7.421  0.0970
H 7.318 -0.485 -6.343  0.0995
H 6.277 -1.844 -5.841  0.0963
H 3.552 2.488 -6.295  0.1006
H 2.527 1.140 -5.730  0.0732
H 2.187 1.936 -7.281  0.0981
C -5.742 3.793 3.707  -0.0315
O -4.586 4.381 3.098  -0.0194
C -4.597 5.716 3.084  -0.6265
O -5.463 6.417 3.525  0.1427
O -3.476 6.131 2.490  -0.0107
C -3.355 7.557 2.411  -0.0333
H -5.604 2.717 3.650  0.0843
H -5.821 4.094 4.749  0.1017
H -6.644 4.073 3.168  0.1016
H -3.342 7.996 3.406  0.1005
H -4.171 7.979 1.829  0.0999
H -2.411 7.758 1.913  0.0917

Properties
- Electronic energy: -66856.7851 eV
- HOMO-LUMO gap: 0.378 Ha
- Max |F|: 1.1 eV/A
- LUMO level: -2.24 eV
- HOMO level: -0.4599 Ha
- Net charge: +1

Computed, not measured: a cluster of 7 separate species, C28H56O7 in total in a non-equilibrium geometry, with ωB97M-V/def2-TZVPD.

Each line ends with the Löwdin charge.
Element x y z (Å)
C 0.328 -4.481 -1.555  -0.1569
C 0.280 -3.015 -1.198  -0.1491
C -1.185 -2.702 -1.483  -0.2524
O -1.855 -3.886 -1.092  -0.1728
C -0.993 -5.010 -1.126  -0.1861
H 1.142 -4.910 -0.971  0.1020
H 0.475 -4.686 -2.616  0.1215
H 0.946 -2.439 -1.841  0.1371
H 0.465 -2.921 -0.128  0.0445
H -1.273 -2.598 -2.564  0.1466
H -1.693 -1.845 -1.042  0.0624
H -1.295 -5.762 -1.855  0.1302
H -0.841 -5.332 -0.095  0.1121
C 2.764 -2.789 1.670  -0.1722
C 3.510 -3.613 0.717  -0.1650
C 4.210 -2.606 -0.147  -0.1375
O 4.002 -1.280 0.435  -0.2031
C 2.707 -1.397 1.059  -0.1916
H 3.384 -2.733 2.565  0.1296
H 1.819 -3.264 1.934  0.0618
H 2.740 -4.162 0.176  0.0940
H 4.143 -4.283 1.299  0.1240
H 3.745 -2.565 -1.132  0.1215
H 5.267 -2.828 -0.297  0.1258
H 1.923 -1.282 0.310  0.0625
H 2.656 -0.568 1.764  0.1235
C -1.089 5.218 1.674  -0.1622
C -1.693 4.157 0.796  -0.1684
C -0.504 3.164 0.483  -0.1941
O 0.266 3.266 1.662  -0.1577
C -0.077 4.373 2.532  -0.1428
H -1.863 5.695 2.276  0.1140
H -0.436 5.873 1.099  0.1110
H -2.086 4.560 -0.138  0.0937
H -2.474 3.722 1.419  0.1215
H 0.043 3.553 -0.376  0.1195
H -0.868 2.152 0.306  0.0778
H 0.743 5.052 2.767  0.1153
H -0.658 4.034 3.390  0.1148
C -3.166 3.537 -2.897  -0.2164
C -4.136 3.914 -1.839  -0.1588
C -4.008 2.732 -0.864  -0.1593
O -3.755 1.645 -1.763  -0.1755
C -3.342 2.109 -3.055  -0.2008
H -2.154 3.806 -2.596  0.1188
H -3.348 3.991 -3.872  0.1257
H -5.128 3.927 -2.291  0.1186
H -3.926 4.940 -1.536  0.1131
H -4.906 2.538 -0.278  0.1336
H -3.120 2.878 -0.249  0.0605
H -4.109 1.990 -3.821  0.1292
H -2.406 1.600 -3.286  0.1044
C 3.608 1.520 0.580  -0.1071
C 2.945 2.900 0.175  -0.1073
C 3.111 2.781 -1.338  -0.2075
O 2.939 1.406 -1.702  -0.1393
C 3.224 0.607 -0.562  -0.2401
H 3.250 1.060 1.501  0.0901
H 4.696 1.522 0.648  0.1186
H 3.328 3.813 0.631  0.1151
H 1.865 2.884 0.326  0.0616
H 4.098 3.169 -1.588  0.1094
H 2.394 3.373 -1.907  0.1120
H 4.026 -0.109 -0.744  0.1232
H 2.238 0.187 -0.362  0.0526
C -0.148 -3.000 1.549  -0.2108
C -0.212 -2.756 3.043  -0.1408
C -1.600 -3.131 3.500  -0.1796
O -2.350 -2.907 2.291  -0.1226
C -1.570 -3.161 1.083  -0.1415
H 0.437 -3.883 1.295  0.1115
H 0.329 -2.165 1.035  0.0516
H 0.019 -1.720 3.290  0.1236
H 0.595 -3.320 3.511  0.1089
H -1.994 -2.584 4.357  0.1170
H -1.611 -4.146 3.896  0.1085
H -1.918 -2.605 0.212  0.0919
H -1.815 -4.212 0.930  0.1181
C 0.151 0.732 -1.055  -0.1201
C -1.095 -0.022 -1.512  -0.1587
C -2.089 0.068 -0.407  -0.1304
O -1.131 0.027 0.718  -0.1324
C 0.280 0.193 0.352  -0.1821
H 0.012 1.812 -0.997  0.0837
H 1.038 0.368 -1.572  0.1133
H -0.775 -1.048 -1.696  0.0495
H -1.401 0.450 -2.446  0.1050
H -2.985 -0.553 -0.391  0.1478
H -2.501 1.075 -0.470  0.0766
H 0.619 -0.842 0.381  0.0476
H 0.821 0.749 1.118  0.1350

Properties
- SMILES: C1CCOC1.C1CCOC1.C1CCOC1.C1CCOC1.C1CCOC1.C1CCOC1.C1CCOC1
- Electronic energy: -44264.4723 eV
- HOMO-LUMO gap: 0.341 Ha
- Max |F|: 4.3 eV/A
- LUMO level: 0.71 eV
- HOMO level: -0.3149 Ha
- Net charge: 0

Computed, not measured: a structure of composition C28H57BBr2INO5S in a non-equilibrium geometry, with ωB97M-V/def2-TZVPD.

Each line ends with the Löwdin charge.
Element x y z (Å)
C 0.880 -4.331 0.790  -0.0670
C 0.223 -3.004 0.415  -0.4176
C -1.201 -2.855 0.937  -0.1844
C -1.843 -1.586 0.410  -0.2392
C -3.217 -1.300 1.043  -0.1847
C -4.198 -0.724 0.005  -0.1938
C -5.283 0.162 0.653  -0.2102
C -5.330 1.559 0.072  -0.2241
C -4.040 2.341 0.299  -0.2079
C -4.254 3.840 -0.004  -0.2070
C -3.037 4.458 -0.679  -0.2083
C -1.969 4.915 0.341  -0.1871
C -0.635 4.212 0.091  -0.2075
C 0.256 4.114 1.350  -0.1887
C 0.877 2.706 1.434  -0.2149
C 2.167 2.651 2.245  -0.1855
C 3.491 2.922 1.473  -0.1918
C 3.371 3.379 0.017  -0.1618
C 3.191 2.245 -1.039  -0.1434
C 3.165 0.843 -0.444  -0.1019
C 3.116 -0.353 -1.409  -0.2386
B 4.163 -1.414 -0.694  -0.4974
N 4.100 -1.816 0.722  0.1785
O 5.202 -1.908 -1.433  0.1548
O 3.765 -0.132 -2.713  -0.1454
S 3.299 -1.207 -3.769  0.6016
O 2.819 -0.619 -4.951  -0.2007
O 4.227 -2.248 -3.962  -0.2015
O 2.050 -1.788 -2.909  -0.1800
C 1.763 -0.954 -1.798  -0.4572
C 1.192 -1.671 -0.570  -0.2095
C 0.614 0.020 -2.251  -0.5215
I -0.949 -1.194 -3.176  1.0606
C 0.979 1.083 -3.297  -0.3178
C 0.103 2.351 -3.149  -0.0844
H 0.942 -4.400 1.872  0.0590
H 1.896 -4.346 0.402  0.0747
H 0.313 -5.147 0.357  0.0645
H 0.188 -2.921 -0.671  0.0816
H 0.826 -2.181 0.803  0.0858
H -1.180 -2.876 2.026  0.1214
H -1.780 -3.706 0.578  0.0983
H -1.164 -0.746 0.557  0.1139
H -1.997 -1.680 -0.662  0.0134
H -3.127 -0.583 1.852  0.1031
H -3.590 -2.247 1.422  0.1086
H -3.610 -0.143 -0.700  0.0847
H -4.653 -1.549 -0.529  0.1108
H -5.156 0.184 1.729  0.1028
H -6.244 -0.312 0.459  0.1033
H -6.151 2.102 0.538  0.1119
H -5.500 1.537 -1.002  0.1198
H -3.677 2.188 1.312  0.1156
H -3.283 1.992 -0.400  0.0942
H -5.108 3.939 -0.667  0.1047
H -4.454 4.339 0.940  0.1099
H -2.621 3.771 -1.412  0.0949
H -3.395 5.319 -1.238  0.1017
H -2.317 4.584 1.315  0.0974
H -1.880 5.993 0.290  0.1104
H -0.897 3.205 -0.209  0.0819
H -0.069 4.705 -0.694  0.1116
H -0.418 4.262 2.185  0.1018
H 1.012 4.893 1.349  0.1067
H 0.948 2.267 0.444  0.0803
H 0.140 2.109 1.970  0.1125
H 2.078 3.361 3.059  0.1045
H 2.246 1.675 2.720  0.0997
H 3.999 3.718 2.009  0.1031
H 4.148 2.069 1.576  0.0887
H 4.303 3.882 -0.222  0.1056
H 2.595 4.129 -0.073  0.0941
H 3.994 2.307 -1.766  0.1210
H 2.287 2.452 -1.593  0.0748
H 4.096 0.743 0.105  0.1044
H 2.384 0.755 0.300  0.1141
H 3.223 -2.239 0.993  0.0555
H 4.384 -1.105 1.383  0.0772
H 4.931 -2.759 -1.823  0.1236
H 1.583 -1.237 0.339  0.1123
H 0.114 -1.604 -0.512  0.0269
H 1.480 -2.719 -0.560  0.0969
H 0.143 0.461 -1.382  0.0768
H 0.775 0.691 -4.281  0.0583
H 2.022 1.360 -3.280  0.0872
H -0.372 2.573 -4.098  0.0747
H -0.693 2.147 -2.442  0.0488
H 0.681 3.213 -2.853  0.0605
Br -1.857 -6.337 2.268  0.6509
C -0.769 -7.948 2.328  -0.6852
C -0.141 -8.145 3.682  -0.6959
Br 1.367 -6.947 3.958  0.6121
H -0.035 -7.862 1.533  0.0501
H -1.451 -8.765 2.104  0.0568
H 0.270 -9.149 3.768  0.0573
H -0.836 -7.968 4.496  0.0491

Properties
- Electronic energy: -201379.4149 eV
- HOMO-LUMO gap: 0.331 Ha
- Max |F|: 8.9 eV/A
- LUMO level: 0.26 eV
- HOMO level: -0.3217 Ha
- Net charge: 0

Computed, not measured: a structure of composition C28H57BNO12PtS6 in a non-equilibrium geometry, with ωB97M-V/def2-TZVPD.

Each line ends with the Löwdin charge.
Element x y z (Å)
Pt 0.531 -1.358 1.328  1.2266
B -0.636 0.064 -0.077  -0.4930
H -1.338 -0.746 0.380  -0.0178
H -0.243 0.781 0.745  -0.0469
H 0.234 -0.487 -0.559  -0.0292
H -1.203 0.752 -0.810  0.0140
C 0.470 1.225 -4.281  -0.1768
C 1.389 1.288 -3.014  -0.2339
C 2.828 1.423 -3.467  -0.2177
S 2.723 2.770 -4.734  0.6874
O 3.662 2.516 -5.810  -0.3320
O 2.649 4.076 -4.131  -0.3337
C 0.974 2.355 -5.194  -0.1931
H -0.533 1.532 -3.983  0.0919
H 0.371 0.200 -4.623  0.1139
H 1.163 0.477 -2.317  0.0832
H 1.188 2.111 -2.317  0.1070
H 3.150 0.531 -4.001  0.1039
H 3.556 1.852 -2.781  0.0921
H 1.191 1.969 -6.194  0.0934
H 0.409 3.277 -5.268  0.1015
C -4.094 -0.009 -1.464  -0.2325
C -3.640 -1.459 -1.436  -0.2048
C -3.702 -2.017 -2.888  -0.2025
S -3.621 -0.577 -4.020  0.6990
O -4.936 -0.507 -4.595  -0.3198
O -2.427 -0.476 -4.850  -0.3285
C -3.586 0.660 -2.691  -0.2318
H -3.731 0.501 -0.569  0.0943
H -5.187 -0.030 -1.446  0.1265
H -4.048 -2.199 -0.753  0.1136
H -2.552 -1.467 -1.310  0.0801
H -4.639 -2.512 -3.140  0.0949
H -2.887 -2.710 -3.089  0.0952
H -4.275 1.406 -3.094  0.1093
H -2.627 1.169 -2.601  0.0819
C 5.192 -2.382 1.200  -0.1839
C 5.661 -1.560 -0.034  -0.1936
C 4.595 -1.611 -1.119  -0.1925
S 3.347 -2.855 -0.678  0.7284
O 3.210 -3.864 -1.696  -0.2822
O 2.187 -2.234 -0.017  -0.4379
C 4.304 -3.521 0.654  -0.2310
H 4.587 -1.687 1.790  0.1017
H 5.976 -2.762 1.847  0.1181
H 6.621 -1.928 -0.401  0.1182
H 5.945 -0.547 0.255  0.1107
H 5.018 -1.891 -2.083  0.1134
H 4.059 -0.680 -1.310  0.0806
H 4.993 -4.207 0.151  0.1149
H 3.772 -4.103 1.401  0.1085
C -0.774 -6.852 1.451  -0.1882
C -1.909 -6.768 0.418  -0.2074
C -2.278 -5.285 0.463  -0.2045
S -0.636 -4.486 0.192  0.7436
O -0.522 -3.254 0.983  -0.4615
O -0.448 -4.501 -1.246  -0.2840
C 0.272 -5.838 0.979  -0.2068
H -0.362 -7.861 1.489  0.1226
H -1.134 -6.625 2.452  0.1218
H -2.826 -7.342 0.575  0.1243
H -1.696 -7.061 -0.612  0.1259
H -2.780 -4.939 1.365  0.1115
H -2.873 -4.938 -0.384  0.1016
H 0.818 -5.402 1.817  0.1012
H 1.012 -6.182 0.257  0.1154
C 2.313 4.020 2.118  -0.1782
C 3.738 3.568 2.424  -0.2232
C 3.723 2.083 2.709  -0.2058
S 2.770 1.388 1.366  0.7119
O 1.934 0.290 1.749  -0.4426
O 3.582 1.221 0.181  -0.2933
C 1.759 2.907 1.172  -0.1850
H 2.419 5.014 1.686  0.1204
H 1.709 4.153 3.014  0.1101
H 4.154 4.100 3.282  0.1265
H 4.357 3.881 1.582  0.1266
H 3.110 1.894 3.595  0.1132
H 4.649 1.514 2.781  0.1144
H 0.682 2.779 1.284  0.0738
H 1.748 3.204 0.119  0.1039
C -3.283 0.622 4.598  -0.2124
C -3.456 1.720 3.517  -0.1793
C -2.151 1.771 2.663  -0.2095
S -0.864 0.960 3.604  0.7374
O 0.236 1.877 3.858  -0.3106
O -0.587 -0.350 3.033  -0.4258
C -1.870 0.761 5.105  -0.2035
H -3.494 -0.363 4.178  0.1191
H -4.140 0.837 5.239  0.1226
H -3.574 2.670 4.035  0.1171
H -4.324 1.520 2.894  0.1153
H -1.814 2.803 2.563  0.1028
H -2.282 1.414 1.646  0.0700
H -1.690 1.664 5.695  0.1162
H -1.431 0.015 5.769  0.1141
N -3.498 5.432 0.597  0.0014
C -3.785 4.097 0.392  -0.1150
C -2.636 3.535 -0.113  -0.1284
C -1.674 4.561 -0.270  -0.0996
C -2.239 5.739 0.165  -0.1217
H -4.115 6.121 0.988  0.1452
H -4.734 3.696 0.701  0.1067
H -2.397 2.510 -0.353  0.0576
H -0.676 4.371 -0.632  0.0882
H -2.086 6.788 -0.035  0.1145

Properties
- Electronic energy: -124940.8671 eV
- ⟨S²⟩: 2.00
- HOMO-LUMO gap (alpha / beta): 0.293 / 0.217 Ha
- Max |F|: 3.5 eV/A
- LUMO level (alpha / beta): -2.52 / -4.57 eV
- Spin multiplicity: 3
- HOMO level (alpha / beta): -0.3853 / -0.3853 Ha
- Net charge: +1